1.
{"formula": "C24H30N2PRh", "method": "ωB97M-V/def2-TZVPD", "elements": ["Rh", "C", "C", "C", "C", "C", "C", "P", "C", "C", "C", "C", "C", "C", "C", "C", "C", "C", "C", "C", "H", "H", "H", "H", "H", "H", "H", "H", "H", "H", "H", "H", "H", "H", "C", "N", "C", "C", "C", "N", "C", "C", "H", "H", "H", "H", "H", "H", "H", "H", "H", "H", "H", "H", "H", "H", "H", "H"], "coordinates": [[0.312480, 0.969942, 0.669549], [-0.759004, -4.923026, -4.099080], [-1.348990, -4.820508, -2.843771], [-1.099426, -3.717602, -2.048721], [-0.238281, -2.717341, -2.519889], [0.343413, -2.813230, -3.792235], [0.084135, -3.923146, -4.572840], [0.116370, -1.299482, -1.530583], [-0.925897, -1.211093, -0.063717], [-2.300499, -0.989311, -0.249565], [-3.170320, -1.096857, 0.819660], [-2.687915, -1.436344, 2.081782], [-1.333742, -1.661767, 2.279140], [-0.441508, -1.546399, 1.218106], [1.792082, -0.937092, -1.148935], [2.859308, -1.598133, -1.775139], [4.148614, -1.192601, -1.497042], [4.367284, -0.130939, -0.622325], [3.301667, 0.523947, -0.007297], [1.990972, 0.143329, -0.257355], [-0.962412, -5.787917, -4.716067], [-2.000542, -5.605016, -2.484435], [-1.553029, -3.641483, -1.068884], [0.982169, -2.022675, -4.167547], [0.529432, -4.007610, -5.554384], [-2.681647, -0.761490, -1.238348], [-4.229767, -0.938114, 0.668833], [-3.378024, -1.546446, 2.908015], [-0.966872, -1.962294, 3.251639], [0.602769, -1.803918, 1.352936], [2.677911, -2.428052, -2.446532], [4.986233, -1.701536, -1.953483], [5.380387, 0.186832, -0.412437], [3.520813, 1.339883, 0.671308], [-0.037063, 1.158880, 3.845024], [0.295059, 1.965168, 2.656457], [1.649632, 2.532182, 2.826145], [-0.715579, 3.039564, 2.488512], [-0.593493, 3.741345, 1.147600], [-0.775250, 2.799263, 0.014417], [-0.161901, 3.352385, -1.210483], [-2.209194, 2.552563, -0.229734], [0.005481, 1.774250, 4.748351], [0.677023, 0.343155, 3.942506], [-1.039915, 0.749853, 3.742296], [1.670036, 3.236879, 3.662775], [1.970410, 3.053291, 1.924056], [2.350391, 1.724464, 3.028114], [-0.618447, 3.772102, 3.296588], [-1.700282, 2.579545, 2.587172], [0.387357, 4.205128, 1.045555], [-1.332751, 4.545805, 1.089091], [-0.617379, 4.312398, -1.470053], [-0.310958, 2.657708, -2.035447], [0.906917, 3.495320, -1.058199], [-2.717929, 3.485994, -0.488061], [-2.681785, 2.126176, 0.653719], [-2.318526, 1.854062, -1.056776]], "atomic_forces_ev_per_a": [[0.11, 0.19, 0.01], [0.00, 0.00, 0.01], [0.00, 0.00, 0.01], [-0.02, 0.00, -0.04], [0.08, 0.02, 0.10], [-0.02, 0.00, -0.04], [0.01, 0.00, 0.00], [-0.09, -0.01, 0.05], [-0.01, -0.09, -0.04], [-0.01, 0.03, 0.00], [0.00, 0.00, 0.00], [0.00, 0.00, 0.00], [0.00, 0.02, 0.02], [0.00, -0.06, -0.07], [0.00, 0.01, -0.02], [0.01, 0.00, 0.00], [0.02, 0.01, 0.02], [-0.02, -0.01, -0.01], [0.03, 0.01, 0.00], [-0.06, -0.11, -0.02], [0.00, 0.00, 0.00], [0.00, 0.00, 0.00], [0.00, -0.01, -0.01], [-0.02, 0.00, -0.01], [0.00, 0.00, 0.00], [0.00, 0.00, 0.00], [0.00, 0.00, 0.00], [0.00, 0.00, 0.00], [0.00, 0.00, 0.00], [0.00, 0.01, 0.00], [0.01, 0.01, 0.02], [0.00, 0.00, 0.00], [0.00, 0.00, 0.00], [0.00, -0.01, 0.01], [-0.01, -0.01, 0.01], [0.00, 0.01, -0.03], [0.02, 0.00, 0.01], [-0.02, 0.02, -0.02], [0.00, -0.01, 0.03], [-0.01, -0.06, 0.00], [0.00, 0.02, -0.02], [-0.02, 0.01, 0.00], [0.00, 0.00, 0.00], [0.00, 0.00, 0.00], [0.00, 0.00, -0.01], [-0.01, 0.00, 0.00], [-0.01, 0.00, 0.00], [0.00, 0.00, 0.00], [0.00, 0.00, 0.00], [0.00, 0.00, 0.01], [0.00, 0.00, 0.00], [0.00, 0.00, -0.01], [0.00, 0.00, 0.00], [0.00, 0.00, 0.00], [0.00, 0.00, 0.00], [0.01, 0.00, 0.00], [0.00, -0.01, 0.00], [0.00, 0.00, 0.00]], "total_charge": 2, "homo_lumo_gap_ev": [8.436, 6.602], "e_above_lowest_kcal_mol": 0.0, "multiplicity": 5, "e_homo_ev": [-14.031, -14.983]}

=====

2.
{"formula": "C30H25ClIrO3P", "method": "ωB97M-V/def2-TZVPD", "elements": ["C", "C", "C", "H", "C", "C", "H", "H", "H", "H", "Ir", "Cl", "P", "C", "C", "H", "C", "H", "C", "H", "C", "H", "C", "H", "C", "C", "H", "C", "H", "C", "H", "C", "H", "C", "H", "C", "C", "H", "C", "H", "C", "H", "C", "H", "C", "H", "O", "C", "C", "C", "C", "C", "C", "C", "O", "O", "H", "H", "H", "H", "H"], "coordinates": [[-1.044626, -1.331390, 0.715571], [-1.033756, -1.709391, -0.681281], [0.370679, -2.029263, -1.040270], [-1.932528, -1.915415, -1.260918], [1.183187, -1.593888, 0.108555], [0.281295, -1.270873, 1.176820], [0.591748, -1.102106, 2.204158], [-1.945065, -1.153992, 1.306112], [0.736268, -2.570923, -1.907738], [2.263649, -1.641898, 0.194517], [0.147328, -0.010457, -1.149846], [1.626478, 1.695979, -1.091432], [0.033373, 0.318481, -3.282730], [1.152765, -0.784622, -4.241384], [0.699122, -1.425256, -5.407671], [-0.358434, -1.422278, -5.663076], [1.589789, -2.056263, -6.271888], [1.209972, -2.515023, -7.187202], [2.947980, -2.094035, -5.955882], [3.642248, -2.600960, -6.623209], [3.413833, -1.494597, -4.784806], [4.477258, -1.520925, -4.539572], [2.516681, -0.849950, -3.917505], [2.876927, -0.383119, -2.999996], [-1.572996, -0.122427, -4.068892], [-2.161994, -1.364597, -3.790207], [-1.641797, -2.092119, -3.164309], [-3.410390, -1.690028, -4.326957], [-3.931502, -2.584478, -3.974089], [-3.966378, -0.884863, -5.318942], [-4.903569, -1.170504, -5.789249], [-3.312425, 0.285314, -5.718235], [-3.703034, 0.885608, -6.534612], [-2.152133, 0.690274, -5.057074], [-1.684412, 1.630415, -5.337690], [0.392199, 1.929610, -4.067458], [1.096792, 2.017347, -5.274363], [1.567197, 1.136775, -5.708926], [1.197034, 3.233528, -5.948287], [1.706963, 3.273235, -6.911214], [0.644118, 4.386307, -5.389790], [0.733552, 5.340012, -5.904814], [-0.016631, 4.318835, -4.160189], [-0.452402, 5.215751, -3.718447], [-0.126259, 3.097051, -3.488397], [-0.603357, 3.051297, -2.510453], [1.431229, 2.480334, 2.738418], [0.664604, 2.131582, 3.760723], [1.194078, 2.155838, 5.076773], [0.438719, 1.672208, 6.131618], [-0.870994, 1.212035, 5.915648], [-1.404081, 1.192603, 4.624099], [-0.658279, 1.644352, 3.533527], [-1.115534, 1.399093, 2.109667], [-2.274870, 1.002357, 1.908993], [-0.197820, 1.551693, 1.207276], [0.880399, 2.154026, 1.866770], [2.213915, 2.518137, 5.198609], [0.880534, 1.652888, 7.130537], [-1.466548, 0.852632, 6.757359], [-2.405700, 0.815538, 4.431051]], "atomic_forces_ev_per_a": [[-0.92, -0.44, -1.37], [-0.24, -1.73, 1.22], [-0.11, -0.97, 0.86], [0.48, -0.11, 0.30], [-1.12, -0.93, 0.10], [1.44, -0.86, 0.80], [-0.12, 0.18, -0.27], [0.45, 0.21, -0.31], [-0.19, 0.07, 0.17], [-0.24, 0.04, -0.15], [0.14, 3.91, 3.76], [1.32, 1.05, 0.15], [-0.79, -0.40, -4.89], [0.18, -0.22, -0.28], [0.12, 0.07, -0.01], [0.28, 0.11, 0.03], [0.06, -0.05, 0.27], [0.18, 0.09, 0.30], [-0.01, 0.07, 0.02], [-0.09, 0.15, 0.13], [-0.31, 0.08, 0.27], [-0.33, -0.02, -0.06], [-0.01, -0.18, -0.34], [-0.01, 0.00, -0.24], [0.03, 0.01, -0.56], [-0.27, 0.25, 0.15], [-0.25, 0.31, -0.11], [0.30, -0.10, -0.06], [0.25, 0.21, -0.32], [0.07, 0.24, 0.02], [0.13, 0.05, 0.10], [0.08, -0.28, 0.37], [-0.02, -0.05, 0.18], [-0.20, -0.17, 0.08], [-0.08, -0.17, 0.07], [0.23, 0.43, 0.07], [-0.14, 0.02, -0.10], [-0.22, 0.18, 0.07], [-0.01, 0.08, 0.23], [-0.07, 0.03, 0.30], [-0.12, -0.17, 0.11], [-0.05, -0.18, 0.07], [0.07, -0.24, 0.07], [0.19, -0.24, -0.10], [0.03, 0.06, -0.35], [-0.02, 0.03, -0.23], [-0.20, -0.11, -1.01], [-0.44, -0.52, 0.41], [-0.26, -0.04, -0.60], [-0.18, 0.15, -0.20], [-0.11, -0.07, -0.09], [0.17, 0.18, 0.30], [0.98, -0.03, 0.07], [-1.36, -0.33, 0.82], [1.08, 0.31, -0.16], [-0.44, -0.47, -0.90], [0.79, 0.47, 1.25], [-0.23, -0.11, 0.05], [-0.23, 0.02, -0.25], [0.18, 0.09, -0.28], [0.17, 0.04, 0.07]], "homo_lumo_gap_ev": [6.289, 3.893], "multiplicity": 5, "e_homo_ev": [-6.072, -7.382]}

=====

3.
{"formula": "C4H10INO", "method": "ωB97M-V/def2-TZVPD", "elements": ["C", "C", "C", "C", "I", "O", "N", "H", "H", "H", "H", "H", "H", "H", "H", "H", "H"], "coordinates": [[0.372682, -0.298674, 2.269544], [-0.344300, 0.508325, 1.237322], [0.088285, 0.230557, -0.163023], [0.201498, -1.161644, -0.718509], [1.961220, 1.386580, -0.516724], [-0.878502, 1.116413, -1.168935], [-0.646992, 0.682381, -2.543787], [-0.063091, -0.067581, 3.192252], [1.464138, -0.052770, 2.182076], [0.474632, -1.360607, 2.170557], [-1.462833, 0.216735, 1.263228], [-0.012283, 1.498738, 1.396986], [1.295491, -1.411082, -0.857784], [-0.235025, -1.380050, -1.776241], [-0.157408, -1.828675, 0.083683], [-0.531080, 1.554859, -3.070838], [-1.526433, 0.366494, -2.979807]], "atomic_forces_ev_per_a": [[2.63, -0.18, -1.01], [-1.83, -2.12, -1.20], [-0.57, 2.21, -4.09], [1.07, -1.30, -0.68], [-0.06, -0.39, 0.14], [0.86, -2.25, 0.70], [-0.28, 0.98, 0.04], [-0.12, 0.29, 1.62], [-0.80, 0.41, 0.72], [-0.91, -0.81, -0.36], [1.45, 1.19, 0.07], [-1.00, 1.42, 0.50], [-1.19, 0.16, 0.27], [0.40, 0.76, 2.26], [-0.18, -0.12, -0.67], [0.54, -0.03, 0.58], [-0.01, -0.22, 1.12]], "homo_lumo_gap_ev": 9.576, "e_above_lowest_kcal_mol": 77.3, "e_homo_ev": -9.036, "smiles": "CC[C@](C)(I)ON"}